(1)
DFT (ωB97M-V/def2-TZVPD) results for a 2-piece molecular cluster, C6H15N3PS2 overall.

The geometry in XYZ format:
```
27
C6H15N3PS2 ωB97M-V/def2-TZVPD
C 2.8137 -1.2700 -0.1992
C 3.3101 -2.6145 -0.2674
C -4.6061 -0.3004 0.4620
C -3.0093 0.0104 -1.5417
C 3.1635 1.9217 1.4677
C -3.2608 -0.0105 -0.0970
N 3.1810 -0.3587 0.6225
N 2.6232 0.8973 0.4867
N -2.2993 0.1812 0.7057
P 1.5631 1.3523 -0.6998
S 1.5985 -0.5800 -1.4685
S -0.0876 2.1718 -0.1403
H 4.4347 -2.6912 -0.0787
H 3.0967 -3.2940 -1.2131
H 2.8893 -3.2239 0.5327
H -5.4127 -0.1630 -0.3066
H -4.3626 -1.3845 0.5270
H -4.8334 0.1288 1.4396
H -2.0716 -0.5705 -1.8500
H -2.8203 0.9768 -2.0407
H -3.8041 -0.3721 -2.0380
H 4.1080 2.4490 1.1148
H 2.2646 2.6251 1.6028
H 3.2740 1.4065 2.4601
H 2.1060 2.0889 -1.7078
H -1.2785 0.2795 0.5363
H -2.5800 0.3440 1.6910
```

Computed properties:
Total charge: +1
Orbital gap: 8.1547 eV
E_LUMO: -3.611 eV
Relative energy (zero: lowest compared OMol25 entry of this formula, charge and spin): 0.7 kcal per mole

Here are the Mulliken charges for atoms 1 to 2, given in e: C 0.47; C -0.89

---

(2)
DFT (ωB97M-V/def2-TZVPD) results for an isolated ion of composition C6H15N3S2 and charge +2.

The geometry in XYZ format:
```
26
C6H15N3S2 ωB97M-V/def2-TZVPD
C -1.5934 -2.0363 0.5562
C -0.9538 -1.1737 -0.6288
N -0.5199 0.0549 -0.1147
C -1.0023 1.2660 -0.2733
N -1.9355 1.5218 -1.1875
C -0.3469 2.4260 0.3942
S 1.3431 1.8842 0.7546
C 1.0043 0.1669 0.6826
N 0.7095 -0.3905 1.9931
S 2.1751 -0.9280 -0.0438
C 2.9393 -0.1549 -1.5233
H -2.2599 -2.8428 0.3218
H -0.7887 -2.4015 1.1504
H -2.4077 -1.4658 1.0198
H 0.0258 -1.7225 -0.9943
H -1.6362 -1.1839 -1.5258
H -2.4689 2.3224 -1.3535
H -2.4353 0.7704 -1.7117
H -0.2929 3.1736 -0.3719
H -0.9638 2.5653 1.2541
H 0.1571 0.2367 2.6078
H 1.6424 -0.5685 2.4630
H 0.3154 -1.3203 1.9033
H 2.7189 -0.8423 -2.3725
H 4.0468 -0.1261 -1.3047
H 2.5275 0.7688 -1.6950
```

Computed properties:
Total charge: +2
Orbital gap: 10.1058 eV
E_LUMO: -7.214 eV
Relative energy (zero: lowest compared OMol25 entry of this formula, charge and spin): 49.2 kcal per mole
SMILES: CCN1C(=[NH2+])CS[C@]1([NH3+])SC

Here are the Mulliken charges for atoms 1 to 2, given in e: C -1.25; C -0.50

---

(3)
DFT (ωB97M-V/def2-TZVPD) results for an isolated ion of composition C6H15N4 and charge +1.

The geometry in XYZ format:
```
25
C6H15N4 ωB97M-V/def2-TZVPD
H 2.6479 -1.6778 -0.4470
N 2.2249 -1.4536 0.4612
N 1.7751 -0.3394 0.6220
C 1.8619 0.7249 -0.4388
C 0.5481 1.4885 -0.2424
N 0.5489 1.9811 1.1676
C -0.2663 0.2819 -0.5450
N -0.4030 -0.0554 -1.7600
C -0.8556 -0.5647 0.5651
C -2.2558 -0.0969 0.4296
C -0.7106 -2.0539 0.3230
H 2.1713 0.3044 -1.5961
H 2.6839 1.3570 -0.0348
H 0.5509 2.3295 -0.9166
H -0.0261 2.8017 1.2820
H 1.4337 2.1957 1.5785
H -0.6247 0.6239 -2.5210
H -0.9655 -0.8959 -1.8000
H -0.5506 -0.2176 1.5020
H -2.0653 1.0635 0.4607
H -2.8136 -0.0963 1.3677
H -2.7481 -0.3039 -0.4911
H -1.0135 -2.5876 1.3329
H 0.2593 -2.4923 0.0891
H -1.4071 -2.3167 -0.3885
```

Computed properties:
Total charge: +1
Orbital gap: 8.5342 eV
E_LUMO: -4.233 eV
Relative energy (zero: lowest compared OMol25 entry of this formula, charge and spin): 89.8 kcal per mole
SMILES: [H]/N=N\C[C@H](N)C(=[NH2+])C(C)C

Here are the Mulliken charges for atoms 1 to 2, given in e: H 0.26; N -0.70

---

(4)
DFT (ωB97M-V/def2-TZVPD) results for a 2-piece molecular cluster, C6H15N4 overall.

The geometry in XYZ format:
```
25
C6H15N4 ωB97M-V/def2-TZVPD
C 2.0335 1.9224 0.5562
C 2.1504 0.7135 0.5103
C -0.2319 0.2140 -0.8752
C -0.4308 -1.0725 1.1492
C -2.0479 -1.5200 -0.7790
C -0.5689 -1.1446 -0.3744
N -0.6239 1.3229 -0.3713
N 2.6902 -0.4997 0.4348
N 0.6727 0.3226 -1.7968
N -1.5574 1.5284 0.6495
H 1.8819 2.8622 0.8788
H -0.0483 -2.0356 1.5912
H -1.3209 -0.8821 1.7158
H 0.3367 -0.3574 1.4289
H -2.2399 -2.0130 -1.6782
H -2.5635 -0.5985 -0.7304
H -2.3216 -2.1527 0.0491
H 0.2608 -1.8946 -0.6116
H -0.3451 2.1481 -0.9312
H 2.2010 -1.3312 0.7996
H 3.5190 -0.4086 1.0298
H 1.2558 1.2225 -2.1112
H 0.5913 -0.4100 -2.4875
H -2.1750 2.3708 0.4466
H -1.1178 1.6928 1.5069
```

Computed properties:
Total charge: +1
Orbital gap (alpha / beta): 6.3077 / 5.1444 eV
E_LUMO (alpha / beta): -2.967 / -7.684 eV
Spin multiplicity: 3
Relative energy (zero: lowest compared OMol25 entry of this formula, charge and spin): 105.4 kcal per mole

Here are the Mulliken charges for atoms 1 to 2, given in e: C -0.70; C 0.22

---

(5)
DFT (ωB97M-V/def2-TZVPD) results for an isolated ion of composition C6H15N4O2 and charge +1.

The geometry in XYZ format:
```
27
C6H15N4O2 ωB97M-V/def2-TZVPD
C -1.0771 -1.6838 2.7290
N 0.3534 -1.4148 2.7468
C 0.9034 -0.7579 1.6213
N 0.4906 -1.3220 0.2689
C -0.0966 -0.4365 -0.6151
N -1.4748 -0.4590 -0.8091
N 0.5894 0.4087 -1.3300
C 2.0629 0.4835 -1.2379
C -0.0487 1.3353 -2.2889
C -0.8126 2.4765 -1.6063
O -0.2260 3.4250 -1.1885
O -2.1497 2.3397 -1.6099
H -1.3366 -2.6067 2.2018
H -1.4547 -1.7315 3.7502
H -1.5871 -0.8471 2.2428
H 0.8975 -2.2266 3.0037
H 0.6424 0.3072 1.6332
H 1.9902 -0.8258 1.6823
H 1.2298 -1.8658 -0.1608
H -1.9803 0.0487 -0.0853
H -1.7689 -1.4293 -0.7039
H 2.4833 -0.5027 -1.0665
H 2.3441 1.1454 -0.4180
H 2.4445 0.8839 -2.1712
H 0.7632 1.8307 -2.8140
H -0.6573 0.7860 -3.0064
H -2.5241 2.6390 -0.7681
```

Computed properties:
Total charge: +1
Orbital gap: 8.7988 eV
E_LUMO: -4.011 eV
Relative energy (zero: lowest compared OMol25 entry of this formula, charge and spin): 71.7 kcal per mole
SMILES: CNCN/C(N)=[N+](\C)CC(=O)O

Here are the Mulliken charges for atoms 1 to 2, given in e: C -0.75; N -0.30

---

(6)
DFT (ωB97M-V/def2-TZVPD) results for an isolated ion of composition C6H15N5OS and charge +2.

The geometry in XYZ format:
```
28
C6H15N5OS ωB97M-V/def2-TZVPD
C -2.7423 2.1746 0.4851
N -1.7648 1.5543 1.2614
C -0.6369 1.0123 0.9016
C 0.4064 0.6640 1.8763
S 1.8183 1.6649 1.2814
C 1.3248 1.5329 -0.4806
C -0.1052 0.7937 -0.4916
N -0.0989 -0.5654 -0.8590
N -1.3152 -1.0412 -1.4633
C 0.8188 -1.5214 -0.5859
O 0.3962 -2.8395 -0.9110
N 2.0836 -1.3419 -0.2546
N 2.8018 -2.6354 -0.0350
H -3.1885 2.9597 1.0869
H -2.5614 2.7402 -0.4682
H -3.5949 1.3745 0.3344
H -2.1731 1.5111 2.1572
H 0.1806 0.7892 3.0062
H 0.6687 -0.3851 1.7706
H 2.1180 1.1285 -1.0314
H 1.0775 2.4353 -0.9465
H -0.6779 1.2838 -1.3219
H -1.2556 -1.1865 -2.4595
H -2.1617 -0.5321 -1.2993
H -0.4437 -2.6906 -1.4292
H 3.3130 -2.9320 -0.9188
H 2.1113 -3.4209 0.1591
H 3.6013 -2.5269 0.6356
```

Computed properties:
Total charge: +2
Orbital gap: 7.9613 eV
E_LUMO: -7.830 eV
SMILES: C/[NH+]=C1/CSC[C@H]1N(N)/C(O)=N/[NH3+]

Here are the Mulliken charges for atoms 1 to 2, given in e: C -0.89; N -0.09

---

(7)
DFT (ωB97M-V/def2-TZVPD) results for C6H15NO as an isolated structure.

The geometry in XYZ format:
```
23
C6H15NO ωB97M-V/def2-TZVPD
C 0.6720 1.3717 -0.8735
N 1.4681 0.1961 -1.3090
C 2.2368 -0.5086 -0.2966
O 1.6712 -2.1709 -0.1287
C -0.7152 1.2489 -0.2143
C -1.1185 0.1077 0.6663
C -2.0565 0.6963 1.7946
C -2.0747 -0.8737 -0.0902
H 1.3033 1.8069 -0.0470
H 0.4831 2.0162 -1.7334
H 0.7932 -0.5667 -1.5547
H 1.9210 -0.2320 0.6918
H 3.2705 -0.1999 -0.2491
H 2.2206 -1.7160 -0.9072
H -0.8745 2.3777 2.3908
H -1.5438 1.5962 -0.8910
H -0.3275 -0.4689 1.1845
H -2.1242 -0.1091 2.6080
H -1.3753 1.5568 2.2111
H -3.0164 1.0712 1.4676
H -2.2318 -1.7134 0.5963
H -3.0084 -0.4254 -0.4086
H -1.5763 -1.2232 -0.9924
```

Computed properties:
Total charge: -1
Orbital gap (alpha / beta): 5.4105 / 4.5114 eV
E_LUMO (alpha / beta): 3.587 / 3.536 eV
Spin multiplicity: 2
Relative energy (zero: lowest compared OMol25 entry of this formula, charge and spin): 183.3 kcal per mole

Here are the Mulliken charges for atoms 1 to 2, given in e: C -0.60; N -0.49

---

(8)
DFT (ωB97M-V/def2-TZVPD) results for a 2-piece molecular cluster, C6H15NO overall.

The geometry in XYZ format:
```
23
C6H15NO ωB97M-V/def2-TZVPD
C -0.3192 -1.8248 0.9745
C -1.0461 -0.4939 0.8500
C -0.1469 0.4744 -0.0075
C -0.4330 1.9217 0.3942
C -0.2425 0.2158 -1.4570
C 0.9377 0.5626 -2.3541
N 0.1730 -2.3976 -0.2984
H -0.9580 -2.5691 1.4750
H 0.5175 -1.6370 1.6509
H -2.1022 -0.5180 0.5174
H -1.1184 -0.0025 1.8196
H -1.2380 2.4119 -0.1908
H -0.7229 2.0708 1.4301
H 0.0248 -1.6538 -1.0342
H 0.8333 0.2218 0.4091
H 0.6064 0.3456 -3.3700
H 1.0190 1.6474 -2.1872
H 1.8793 0.0660 -2.1335
H -1.1701 0.4116 -1.9967
H -0.0354 -3.3779 -0.3749
H 0.4273 2.5882 0.2639
H 1.9324 0.8723 3.0958
O 1.1821 0.6645 2.5236
```

Computed properties:
Total charge: -1
Orbital gap (alpha / beta): 6.4631 / 6.3983 eV
E_LUMO (alpha / beta): 3.859 / 3.795 eV
Spin multiplicity: 2
Relative energy (zero: lowest compared OMol25 entry of this formula, charge and spin): 41.9 kcal per mole

Here are the Mulliken charges for atoms 1 to 2, given in e: C -0.58; C -0.98

---

(9)
DFT (ωB97M-V/def2-TZVPD) results for a 2-piece molecular cluster, C6H15NO overall.

The geometry in XYZ format:
```
23
C6H15NO ωB97M-V/def2-TZVPD
C -1.3727 0.8589 -0.9622
C -0.7032 0.5557 0.1472
C -1.0180 -0.7605 0.8306
C 0.0245 -1.8345 1.0410
C 0.0834 1.6936 0.8148
C 1.3626 1.2220 1.4276
N 2.4608 0.8692 0.4273
H -1.5892 1.8358 -1.3537
H -1.9844 0.1068 -1.4852
H -1.8550 -1.1457 0.2334
H -1.4459 -0.5132 1.8281
H -0.2854 -2.5875 1.7853
H 0.2109 -2.4554 0.1500
H 0.9810 -1.4652 1.3707
H -0.4867 2.1513 1.6480
H 0.1659 2.5972 0.2075
H 1.2451 0.3562 2.0322
H 1.8434 1.9049 2.1642
H 2.1413 0.3165 -0.3494
H 3.1947 0.3609 0.9093
O -1.2180 -1.0500 -4.4262
H -0.2761 -1.2135 -4.5547
H -1.4792 -1.8034 -3.8856
```

Computed properties:
Total charge: 0
Orbital gap: 9.7445 eV
E_LUMO: 0.702 eV
Relative energy (zero: lowest compared OMol25 entry of this formula, charge and spin): 51.6 kcal per mole
SMILES: C=C(CC)CCN.O

Here are the Mulliken charges for atoms 1 to 2, given in e: C -1.18; C 1.04

---

(10)
DFT (ωB97M-V/def2-TZVPD) results for a 2-piece molecular cluster, C6H15NO overall.

The geometry in XYZ format:
```
23
C6H15NO ωB97M-V/def2-TZVPD
C -2.6904 -0.3151 -0.0281
C -1.5792 -0.7301 -0.6022
C -0.4165 -1.3917 0.0839
C -0.0476 -0.7470 1.4391
C 0.0767 0.8113 1.4200
C 0.6646 1.4106 0.1007
N 1.9921 0.9178 -0.2211
H -3.5752 0.1145 -0.4288
H -2.7987 -0.3672 1.0596
H -1.4114 -0.7458 -1.6797
H -0.7680 -2.3761 0.4090
H 0.4646 -1.4386 -0.5515
H 0.9165 -1.0588 1.8483
H -0.7497 -0.9162 2.2574
H -0.8594 1.3755 1.6199
H 0.6856 1.1236 2.2953
H -0.0194 1.0736 -0.7311
H 0.6280 2.5345 0.2336
H 2.7793 1.5110 0.0025
H 2.1421 0.0420 0.2701
O 1.5285 -0.6045 -3.0037
H 1.2408 0.0438 -3.6484
H 1.7969 -0.2670 -2.1447
```

Computed properties:
Total charge: 0
Orbital gap: 10.2458 eV
E_LUMO: 0.996 eV
Relative energy (zero: lowest compared OMol25 entry of this formula, charge and spin): 48.5 kcal per mole
SMILES: C=CCCCCN.O

Here are the Mulliken charges for atoms 1 to 2, given in e: C -0.81; C -0.24

---

(11)
DFT (ωB97M-V/def2-TZVPD) results for a 2-piece molecular cluster, C6H15NO overall.

The geometry in XYZ format:
```
23
C6H15NO ωB97M-V/def2-TZVPD
C -0.4181 -0.3619 -3.2483
C -0.6507 -1.0897 -2.2147
C 0.5647 -1.0558 -1.1786
C -0.0152 -0.8933 0.2328
C -0.6826 0.6209 0.2556
C -1.8149 0.6725 1.3131
N 0.3842 1.4432 0.7752
H -1.2926 -0.1839 -3.7674
H 0.5501 -0.1010 -3.6064
H -1.5455 -1.5668 -1.7757
H 1.2350 -0.3428 -1.4115
H 1.0648 -2.0871 -1.1530
H -0.6866 -1.7186 0.3724
H 0.7297 -0.8140 1.1624
H -1.0758 0.8326 -0.6993
H -2.4347 -0.2294 1.2616
H -2.3644 1.5635 1.2498
H -1.3599 0.5143 2.2367
H 0.0307 2.4158 1.0686
H 1.1145 1.5472 0.0973
O 2.1347 0.2206 2.9434
H 1.7148 0.9970 2.8240
H 2.6534 -0.0509 2.2071
```

Computed properties:
Total charge: 0
Orbital gap: 10.1294 eV
E_LUMO: 0.942 eV
Relative energy (zero: lowest compared OMol25 entry of this formula, charge and spin): 79.4 kcal per mole
SMILES: C=CCC[C@@H](C)N.O

Here are the Mulliken charges for atoms 1 to 2, given in e: C -0.81; C -0.16

---

(12)
DFT (ωB97M-V/def2-TZVPD) results for a 2-piece molecular cluster, C6H15NO overall.

The geometry in XYZ format:
```
23
C6H15NO ωB97M-V/def2-TZVPD
C -1.4521 1.7167 1.2312
C -0.1683 1.4495 1.4185
C 0.3831 0.0616 1.5736
C 1.3581 -0.3415 0.4430
C 0.8496 -1.4991 -0.4288
N -0.4440 -1.1152 -0.9897
C -1.2639 -2.2260 -1.5030
H -1.8041 2.6978 0.9574
H -2.2398 0.9734 1.3005
H 0.5530 2.2606 1.3685
H 0.8627 -0.0327 2.5505
H -0.4646 -0.6196 1.7099
H 1.4716 0.5152 -0.2150
H 2.3552 -0.4968 0.8501
H 0.8530 -2.4348 0.1324
H 1.5372 -1.6245 -1.2681
H -0.9648 -0.5797 -0.3027
H -1.7929 -2.7849 -0.7256
H -1.9410 -1.7801 -2.2231
H -0.5618 -2.8885 -2.0097
O 1.0799 3.1315 -1.6339
H 0.9487 2.1931 -1.5172
H 0.8450 3.4238 -0.7185
```

Computed properties:
Total charge: 0
Orbital gap: 9.8621 eV
E_LUMO: 1.001 eV
Relative energy (zero: lowest compared OMol25 entry of this formula, charge and spin): 49.2 kcal per mole
SMILES: C=CCCCNC.O

Here are the Mulliken charges for atoms 1 to 2, given in e: C -0.86; C -0.04

---

Look up the total charge of the third one. +1

---

Which formula does entry 7 have? C6H15NO